{
  "formula": "H10O5",
  "method": "ωB97M-V/def2-TZVPD",
  "elements": ["O", "H", "H", "O", "H", "H", "O", "H", "H", "O", "H", "H", "O", "H", "H"],
  "positions_angstrom": [[1.981798, 0.189310, 1.127414], [1.171872, -0.111183, 1.497126], [2.687436, -0.436455, 1.269618], [-0.391362, -2.111919, -0.677925], [-0.747390, -3.000376, -0.731130], [-1.125064, -1.521264, -0.941260], [0.676133, 1.956109, -0.256200], [1.278851, 1.355336, 0.147559], [0.434075, 2.552617, 0.463498], [-1.520053, 0.332279, -1.703195], [-0.588513, 0.554581, -1.848756], [-2.043151, 1.055589, -1.450926], [-0.536441, -0.237773, 1.453518], [-0.537894, 0.431081, 0.732547], [-0.740297, -1.007933, 0.918112]],
  "forces_ev_per_angstrom": [[2.1, 0.9, -0.6], [-1.5, -1.0, 0.8], [0.0, -0.2, 0.1], [-0.5, 0.4, 0.1], [-0.1, -0.2, 0.0], [0.3, -0.2, -0.3], [-1.6, 1.3, -0.6], [1.4, -1.1, 0.5], [0.1, 0.1, -0.3], [1.0, -2.5, -0.6], [-0.5, 0.6, 0.3], [-0.5, 1.8, 0.5], [-0.5, 0.9, -0.5], [0.0, 0.0, 0.6], [0.1, -0.8, 0.1]],
  "lowdin_charge": [-0.040, -0.022, 0.063, -0.060, 0.049, 0.021, -0.052, -0.044, 0.059, -0.032, 0.053, 0.024, -0.061, 0.029, 0.011],
  "lumo_ev": 0.651,
  "gap_ev": 11.964,
  "smiles": "O.O.O.O.O",
  "e_homo_ev": -11.31
}